Below is a molecular structure, C24H19Cl3GeIrN4O7S3, with properties calculated with ωB97M-V with the def2-TZVPD basis set.

Geometry as ORCA input:
```
! wB97M-V def2-TZVPD RIJCOSX def2/J DEFGRID3
* xyz 1 1
C -2.261 -1.810 -0.112
H -0.270 0.243 4.612
N 1.082 0.090 -1.549
H 2.915 0.515 6.417
N -2.737 -0.669 3.298
O 1.354 1.088 1.220
S 5.142 0.658 1.892
C 4.028 0.509 -0.484
Cl 3.168 -2.308 1.686
O -0.874 1.115 -2.067
C 5.460 0.071 -0.603
H -0.993 1.893 -4.419
C -0.490 0.997 -4.767
H 7.165 -0.177 0.710
H 4.172 5.949 -0.285
S 2.611 0.194 4.023
C 2.933 2.725 3.892
C -4.552 -2.085 2.400
H 5.871 -0.237 -1.554
C 6.136 0.093 0.530
C 2.563 1.572 1.576
N -1.258 -0.527 1.724
H -4.314 -2.798 0.625
H -3.243 -0.549 4.165
H -1.217 0.192 -4.852
Ir 0.132 -0.284 0.243
Cl 0.072 -3.581 1.957
O -3.169 -2.484 -0.572
H 0.811 3.218 0.092
C -2.302 -1.311 1.278
H 3.014 3.736 3.520
H 3.839 1.427 -1.050
C 1.809 3.611 0.216
C 2.271 4.848 -0.314
H 3.739 -0.335 -3.544
C -3.229 -1.417 2.261
H 1.989 0.314 -5.226
H 3.195 3.099 6.059
S 4.256 3.831 0.917
H 1.654 5.529 -0.880
C -0.784 0.791 3.823
C 2.884 1.047 5.479
Cl 1.640 -3.322 -1.123
C -1.552 -0.132 2.957
C 2.721 1.642 3.090
C 2.309 -0.154 -1.921
C 2.765 2.956 0.928
H -0.041 1.313 3.225
C 2.738 -0.069 -3.252
O -4.967 -2.799 1.379
H -0.013 1.178 -5.725
Ge 1.239 -2.275 0.709
H -1.456 1.513 4.286
C 3.793 0.846 0.991
N 0.543 0.620 -3.793
O -1.219 -1.412 -0.777
C 1.785 0.282 -4.165
C 3.026 2.383 5.269
O 3.162 -0.532 -0.937
C 0.173 0.651 -2.444
C 3.575 5.091 -0.018
O -5.164 -1.940 3.428
*
```

Computed properties:
calculated total energy	-174915.73496	eV
HOMO-LUMO gap	6.2391	eV
LUMO level	-5.21	eV

***

Below is a molecular structure, C41H60AsFeN2PSSi4, with properties calculated with ωB97M-V with the def2-TZVPD basis set.

Geometry as ORCA input:
```
! wB97M-V def2-TZVPD RIJCOSX def2/J DEFGRID3
* xyz -2 1
C 0.342 -3.074 -2.980
C -1.792 -3.541 1.297
H -5.552 2.249 1.863
H -5.968 1.023 0.032
C -4.076 0.936 1.039
C -2.872 -1.549 -1.145
H 5.970 0.957 1.882
H 5.716 1.687 -0.624
C -3.288 -2.988 3.587
H -4.636 0.439 -0.982
H -0.577 2.485 -3.889
H -0.009 -3.319 0.121
N -1.645 4.436 0.535
H -1.369 5.890 2.122
H -1.687 2.510 3.664
C -2.071 -4.531 2.241
H 0.838 -4.042 -2.832
Si 1.240 1.425 -2.435
C -5.061 0.415 0.023
C -4.516 1.928 1.922
C 5.061 0.346 1.882
C 2.253 -2.796 -0.690
H 5.308 -0.634 1.461
H 1.029 2.693 -4.626
H -4.064 3.252 3.551
H -3.069 5.886 0.098
As 1.533 0.504 0.774
H 2.285 3.156 -0.892
P -1.859 -0.902 0.259
H 3.273 2.980 2.537
H -0.543 -0.575 3.915
H 2.464 -2.932 2.777
C -3.122 -1.801 -3.520
C 2.611 0.359 -3.267
C -0.977 3.313 0.153
H 2.106 0.284 5.186
H 1.494 1.560 4.104
H -1.439 -3.646 -0.829
C 2.189 0.715 4.177
H 0.670 2.373 0.981
H 5.076 -2.080 -5.049
C -3.975 -2.397 -0.976
H 3.722 1.911 -4.278
C 0.177 -1.326 3.569
H -0.341 -1.954 2.841
C -2.367 2.081 2.939
H 3.200 1.115 4.057
H -3.032 -5.061 4.087
H 4.826 3.342 1.740
Si 1.734 -0.560 2.838
Si 1.121 -1.696 -1.847
Fe 0.002 0.080 -1.001
N 0.127 3.264 0.930
H -1.688 0.661 -2.757
C -2.303 -2.244 1.489
C -2.822 -4.269 3.375
H 3.289 3.694 0.922
C 0.094 4.262 1.882
H 0.451 -2.796 -4.035
H -5.518 -3.563 -1.902
H -2.769 -1.575 -4.521
H 0.198 1.128 -4.730
H -0.697 -4.953 0.106
H -4.764 -2.981 -4.211
C -4.666 -2.910 -2.056
C 2.492 -1.027 -3.056
H -0.887 0.768 2.128
H 2.754 3.475 -2.573
S -1.368 2.191 -1.003
H 2.307 -3.845 -1.021
C -0.939 -3.889 0.109
H 0.868 4.388 2.618
C -1.003 5.001 1.637
H 3.833 -1.898 2.406
C -2.417 -1.237 -2.428
H 0.453 -1.960 4.420
C 4.511 -0.021 -4.750
H 4.686 0.417 -1.334
H -0.728 -3.219 -2.797
H -1.674 -5.527 2.078
H 3.298 -2.069 4.088
C -1.249 -0.338 -2.639
H -3.394 -0.995 2.841
C 3.390 -1.885 -3.722
H 4.753 0.190 2.918
H 1.112 3.866 -2.012
H -5.336 -0.620 0.226
H -0.818 -0.552 -3.623
C -3.015 -1.990 2.655
C -4.231 -2.596 -3.348
C 1.931 3.141 -1.926
H 3.303 -2.962 -3.576
C 4.679 1.376 -0.805
C 0.384 1.989 -4.080
Si 3.756 1.232 0.823
H 4.211 2.097 -1.477
C -1.921 1.089 2.073
C 3.623 0.838 -4.115
H 5.295 0.371 -5.392
C -3.687 2.491 2.876
C 3.801 2.980 1.577
H 1.900 -2.786 0.348
C 4.390 -1.397 -4.555
C 2.960 -1.992 3.046
H -3.739 4.286 0.540
H 3.272 -2.389 -0.678
C -2.758 0.478 1.142
H -2.982 4.513 -1.035
H -3.865 -2.754 4.474
H -4.282 -2.680 0.025
C -2.940 4.808 0.011
*
```

Computed properties:
calculated total energy	-193334.48044	eV
HOMO-LUMO gap (spin up / spin down)	4.7867 / 4.7878	eV
LUMO level (spin up / spin down)	4.19 / 4.19	eV

***

Below is a molecular structure, C38H86AsF6N6O2P, with properties calculated with ωB97M-V with the def2-TZVPD basis set.

Geometry as ORCA input:
```
! wB97M-V def2-TZVPD RIJCOSX def2/J DEFGRID3
* xyz 4 1
C 1.674 5.515 0.395
C 3.113 -3.207 -3.213
N -0.730 -0.373 0.974
C -6.062 0.493 0.392
H -2.675 5.621 3.474
As -1.755 1.851 -0.760
C -4.994 0.907 -1.826
H -6.108 -0.296 1.142
H 3.652 -2.714 -4.022
H -4.020 0.167 4.269
H -2.177 1.816 4.644
N -5.030 -0.056 -0.646
C 1.090 1.197 -2.875
H -1.680 2.163 3.003
H 4.604 -4.794 -2.672
H 3.438 0.301 -1.790
C -3.580 -0.945 1.247
H -3.203 0.782 0.147
H 2.664 5.915 0.229
H 4.115 -4.693 -4.914
C -0.407 1.476 -2.781
C -1.809 5.325 1.447
H -4.378 0.372 -2.549
H -1.567 1.137 4.870
H 0.116 0.611 5.105
H -0.740 1.683 -1.764
C 1.430 -0.240 -2.384
N 1.341 4.198 0.088
H -4.186 -0.518 2.046
H 1.761 -5.014 3.517
H -2.612 -0.836 1.736
H 4.603 -7.195 -5.293
H -4.677 0.039 2.588
H 3.043 2.620 -2.409
H 3.104 -4.027 2.988
C 7.458 -1.340 -1.456
H -2.956 -0.577 -0.944
H -6.032 0.990 -2.149
C -5.082 2.498 3.821
F -2.040 0.925 0.733
H -0.954 0.618 -3.170
O -3.820 -2.313 1.003
H 1.097 -0.291 -1.347
C 2.368 -4.756 2.648
H -3.488 3.356 1.531
C 2.944 -0.464 -2.389
C 2.203 -3.947 0.168
C 0.311 0.585 1.026
H -0.658 2.394 -3.313
F -1.394 2.850 -2.208
H -7.073 0.475 -0.015
H 2.318 -1.845 0.302
N -0.502 5.211 0.889
H -2.044 -1.244 2.511
C 4.420 -6.801 -4.293
H -3.188 4.170 4.827
H 1.115 -2.516 -0.823
C -1.265 -0.544 2.247
F -1.894 3.363 0.184
N -0.547 0.227 3.125
H -0.733 -0.610 -1.119
H 0.496 7.053 1.495
C -3.560 -0.215 -0.112
P 3.389 -2.062 -1.814
H -1.908 6.268 1.985
H 3.106 -5.184 -2.142
C -2.349 3.913 4.180
H 7.297 -0.875 -0.483
H -1.200 -3.040 0.568
H 1.024 1.740 2.853
H -1.936 4.439 2.069
H 0.931 0.943 0.218
H -4.747 2.177 1.274
C 8.381 -0.514 -2.283
C -5.610 -1.399 -1.151
H 2.739 -5.690 2.227
H -1.063 -0.545 5.078
H -0.438 3.059 0.446
C 1.562 -4.075 1.606
C -3.716 2.293 1.608
H 1.397 3.177 -2.551
H 7.996 -2.259 -1.220
H 0.383 -2.654 0.183
H 9.357 -0.236 -1.885
H 3.392 -0.398 -3.380
H -2.196 -1.014 -0.360
O -2.558 4.743 3.104
C -0.819 0.396 4.587
H 2.858 4.285 -2.185
H 3.848 -7.513 -3.697
H 1.766 1.930 -2.435
H -4.976 2.274 4.883
C 2.270 3.145 -0.515
C 0.567 6.111 0.972
H 1.077 -3.186 2.009
H 1.624 -4.717 -0.342
H -6.025 -1.968 -0.320
C 2.147 -2.586 -0.479
H 5.433 -3.224 -0.796
H 8.614 -1.073 -3.189
H 2.061 -3.223 -3.500
C -3.862 0.400 3.215
H -5.213 3.575 3.722
H -0.593 -3.118 -1.124
C 0.035 4.029 0.385
F -1.618 0.306 -1.650
H -1.428 4.180 4.698
H 1.255 1.144 -3.951
H 3.259 -4.214 0.132
H 7.787 0.314 -2.672
H 5.675 -0.752 -2.579
N -3.770 1.949 3.127
C 5.118 -2.255 -1.183
H -5.699 1.386 0.900
H -3.029 1.635 1.075
F 0.035 1.825 -0.431
C 3.629 -5.469 -4.322
H 5.200 -1.717 -0.238
H 6.250 -2.267 -3.058
H -4.822 -1.955 -1.658
C -0.627 -2.530 -0.207
C 3.569 -4.699 -3.002
H 0.826 -1.020 -2.848
C 6.129 -1.653 -2.166
H -5.925 1.925 3.435
H 5.390 -6.729 -3.801
H -3.593 -2.729 1.839
H 0.609 -4.600 1.540
C 2.332 3.346 -2.016
H 2.613 -5.675 -4.659
C -1.118 -1.074 -0.211
F -3.558 1.828 -1.018
H -6.446 -1.302 -1.843
H -2.968 -0.093 2.832
C 0.381 1.010 2.384
H -4.625 1.877 -1.496
C -2.428 2.402 3.759
H 3.209 3.312 0.012
H 2.001 2.124 -0.242
H -2.522 5.297 0.623
*
```

Computed properties:
calculated total energy	-140187.93191	eV
HOMO-LUMO gap	6.8620	eV
LUMO level	-11.04	eV

***

| no. | largest force on an atom (eV/Å) |
| --- | --- |
| 1 | 0.6 |
| 2 | 1.3 |
| 3 | 15.4 |